# 1
This record from the Open Molecules 2025 dataset describes one molecule with the formula C8H15N5O at a distorted geometry. The level of theory is ωB97M-V with the def2-TZVPD basis set.

```
! wB97M-V def2-TZVPD RIJCOSX def2/J DEFGRID3
* xyz 0 1
C 3.01 2.34 0.04
C 2.23 1.04 0.16
C 0.86 1.07 0.00
C 0.14 -0.11 0.27
N -1.25 -0.17 0.19
C -2.12 0.88 -0.35
C -3.53 0.30 -0.02
C -3.30 -1.08 0.55
C -1.86 -1.43 0.32
N 0.78 -1.21 0.67
N 2.01 -1.33 0.30
N 2.15 -1.81 -1.09
N 2.89 -0.09 0.37
O 4.22 -0.27 0.60
H 2.35 2.96 -0.54
H 4.05 2.19 -0.40
H 3.23 2.82 0.97
H 0.37 1.91 -0.54
H -1.88 1.01 -1.42
H -2.01 1.83 0.17
H -4.31 0.17 -0.81
H -4.07 0.77 0.81
H -3.45 -1.07 1.69
H -4.07 -1.68 0.04
H -1.26 -1.97 0.92
H -1.62 -1.93 -0.70
H 2.58 -2.00 0.89
H 1.28 -2.14 -1.49
H 2.56 -1.00 -1.60
*
```

Its energy relative to the best compared isomer or geometry (same formula, charge and spin) is 170.1 kcal/mol. For the orbital gap, the calculation gives 7.74 eV. The calculation puts the energy at -662.60891 hartree. As for the SMILES: CC1=CC(N2CCCC2)=N[N@@H+](N)N1[O-]. Its HOMO energy is -7.12 eV.

***

# 2
This record from the Open Molecules 2025 dataset describes a 2-piece molecular cluster, C42H56BNO7 overall at a distorted geometry. The level of theory is ωB97M-V with the def2-TZVPD basis set.

```
! wB97M-V def2-TZVPD RIJCOSX def2/J DEFGRID3
* xyz 0 1
C 2.80 -4.68 5.15
C 2.39 -3.57 4.56
C 3.29 -2.47 4.07
C 2.70 -1.62 2.98
O 3.38 -1.83 1.73
C 3.12 -0.72 0.91
O 2.47 -1.07 -0.29
B 3.35 -1.07 -1.36
O 4.24 -2.13 -1.51
O 3.25 -0.07 -2.29
C 2.31 0.30 1.75
C 0.77 0.01 1.66
C -0.05 0.11 2.96
C -1.53 0.44 2.71
C -2.39 -0.77 2.32
C -3.43 -0.52 1.21
C -3.18 -1.30 -0.09
C -2.33 -0.61 -1.14
C -2.89 0.69 -1.72
C -1.82 1.69 -2.16
C -2.34 3.10 -2.38
C -2.89 3.82 -1.16
O -1.94 4.69 -0.56
C -1.15 4.11 0.45
C 2.48 1.72 1.17
C 3.81 2.46 1.18
C 4.23 3.32 2.39
C 3.13 4.11 3.06
C 3.00 5.50 2.82
C 2.00 6.26 3.47
C 1.12 5.63 4.38
C 1.24 4.25 4.62
C 2.24 3.51 3.98
C 2.84 -0.09 3.14
N 4.25 0.20 3.38
H 2.10 -5.44 5.42
H 3.85 -4.84 5.37
H 1.33 -3.45 4.40
H 3.57 -1.83 4.91
H 4.21 -2.92 3.71
H 1.67 -1.91 2.82
H 4.10 -0.28 0.67
H 5.15 -1.89 -1.37
H 4.11 0.25 -2.57
H 0.35 0.75 0.99
H 0.59 -0.95 1.19
H -0.02 -0.84 3.50
H 0.36 0.86 3.64
H -1.92 0.85 3.64
H -1.60 1.21 1.95
H -2.93 -1.09 3.20
H -1.75 -1.61 2.04
H -4.42 -0.79 1.57
H -3.47 0.55 1.00
H -2.66 -2.21 0.20
H -4.12 -1.63 -0.53
H -2.23 -1.30 -1.96
H -1.32 -0.46 -0.75
H -3.60 1.16 -1.04
H -3.45 0.43 -2.61
H -0.96 1.67 -1.48
H -1.43 1.34 -3.11
H -3.11 3.05 -3.14
H -1.54 3.73 -2.76
H -3.71 4.46 -1.46
H -3.28 3.13 -0.41
H -1.63 4.23 1.42
H -0.97 3.05 0.26
H -0.20 4.62 0.47
H 2.20 1.60 0.12
H 1.70 2.34 1.60
H 3.77 3.15 0.33
H 4.61 1.77 0.94
H 4.95 4.05 2.02
H 4.75 2.74 3.14
H 3.68 5.99 2.14
H 1.91 7.32 3.29
H 0.36 6.21 4.88
H 0.58 3.75 5.30
H 2.33 2.45 4.18
H 2.28 0.24 4.00
H 4.74 0.54 2.58
H 4.37 0.83 4.15
O -2.33 -1.41 -6.89
C -2.44 -2.24 -6.02
C -3.56 -3.23 -6.04
C -4.47 -3.19 -7.09
C -5.50 -4.11 -7.13
C -5.63 -5.08 -6.14
C -4.73 -5.11 -5.09
C -3.70 -4.18 -5.03
C -2.75 -4.23 -3.88
O -2.90 -5.03 -2.97
C -1.62 -3.26 -3.87
C -0.70 -3.30 -2.83
C 0.37 -2.42 -2.82
C 0.53 -1.50 -3.84
C -0.38 -1.45 -4.88
C -1.46 -2.33 -4.90
H -4.36 -2.44 -7.85
H -6.21 -4.09 -7.95
H -6.43 -5.80 -6.18
H -4.82 -5.85 -4.30
H -0.84 -4.02 -2.04
H 1.07 -2.45 -1.99
H 1.37 -0.82 -3.83
H -0.27 -0.74 -5.69
*
```

For the orbital gap, the calculation gives 8.43 eV. The calculation puts the energy at -2240.38589 hartree. As for the SMILES: C=CC[C@@H]1O[C@@H](OB(O)O)[C@](CCCCCCCCCCCOC)(CCCc2ccccc2)[C@@H]1N.O=C1c2ccccc2C(=O)c2ccccc21. Its HOMO energy is -9.27 eV.

***

# 3
This record from the Open Molecules 2025 dataset describes a 3-piece molecular cluster, C16H32IO8P overall. The level of theory is ωB97M-V with the def2-TZVPD basis set.

```
! wB97M-V def2-TZVPD RIJCOSX def2/J DEFGRID3
* xyz 0 1
C 2.66 0.58 -2.00
O 1.50 -0.22 -1.84
C 1.15 -0.97 -3.00
C 0.73 -2.38 -2.61
C -0.21 -2.99 -3.65
C -1.62 -2.38 -3.69
C -2.28 -2.28 -2.30
C -2.52 -0.91 -1.74
O -2.35 -0.62 -0.59
O -3.04 -0.03 -2.63
C -2.64 1.34 -2.49
P -1.46 1.75 -3.86
O -1.04 3.22 -3.24
I -3.13 2.33 -5.57
H 2.59 1.19 -2.91
H 2.71 1.23 -1.13
H 3.55 -0.04 -2.03
H 1.99 -1.01 -3.70
H 0.33 -0.46 -3.52
H 0.30 -2.35 -1.61
H 1.62 -3.00 -2.54
H -0.31 -4.06 -3.46
H 0.25 -2.88 -4.64
H -2.25 -3.01 -4.31
H -1.60 -1.41 -4.18
H -3.26 -2.77 -2.32
H -1.69 -2.80 -1.54
H -2.15 1.52 -1.54
H -3.54 1.96 -2.54
H -0.14 3.43 -3.52
C 5.48 1.90 3.18
C 4.23 1.75 2.35
O 4.45 0.96 1.17
C 4.37 -0.39 1.17
C 4.29 -1.13 2.49
O 4.42 -0.96 0.12
H 5.82 0.94 3.57
H 5.29 2.56 4.03
H 6.28 2.33 2.58
H 3.39 1.35 2.93
H 3.91 2.72 1.97
H 5.30 -1.38 2.80
H 3.74 -2.05 2.31
H 3.80 -0.58 3.29
C -2.34 0.36 2.36
C -2.42 0.12 3.85
O -2.78 1.30 4.58
C -4.06 1.68 4.77
C -5.17 0.99 3.99
O -4.29 2.59 5.51
H -3.30 0.64 1.94
H -1.99 -0.54 1.85
H -1.64 1.17 2.15
H -3.09 -0.70 4.10
H -1.44 -0.15 4.25
H -5.33 1.55 3.07
H -6.07 1.03 4.59
H -4.96 -0.04 3.73
*
```

For the orbital gap, the calculation gives 9.38 eV. The calculation puts the energy at -1869.83737 hartree. As for the SMILES: COCCCCCC(=O)OCP(O)I.CCOC(C)=O.CCOC(C)=O. Its HOMO energy is -9.11 eV.

***

# 4
This record from the Open Molecules 2025 dataset describes a 2-piece molecular cluster, C9H14 overall at a distorted geometry. The level of theory is ωB97M-V with the def2-TZVPD basis set.

```
! wB97M-V def2-TZVPD RIJCOSX def2/J DEFGRID3
* xyz 0 1
C -0.78 -2.60 -1.92
C 0.05 -1.74 -1.04
C 0.15 -2.03 0.33
C 0.90 -1.28 1.20
C 1.55 -0.16 0.69
C 1.49 0.14 -0.66
C 0.74 -0.65 -1.56
H -0.19 -3.29 -2.54
H -1.43 -2.04 -2.60
H -1.46 -3.30 -1.41
H -0.35 -2.94 0.64
H 1.03 -1.47 2.26
H 2.21 0.46 1.27
H 2.01 1.00 -1.05
H 0.72 -0.34 -2.59
C -0.38 2.90 1.64
C -1.25 2.15 0.64
H -0.89 3.18 2.56
H 0.57 2.40 1.80
H -0.13 3.86 1.18
H -1.45 1.09 0.85
H -2.27 2.56 0.69
H -0.87 2.10 -0.37
*
```

Its energy relative to the best compared isomer or geometry (same formula, charge and spin) is 8.6 kcal/mol. For the orbital gap, the calculation gives 10.07 eV. The calculation puts the energy at -351.31643 hartree. As for the SMILES: Cc1ccccc1.CC. Its HOMO energy is -9.04 eV.

***

# 5
This record from the Open Molecules 2025 dataset describes C19H31Cl2N7O4SY as an isolated structure at a distorted geometry. The level of theory is ωB97M-V with the def2-TZVPD basis set.

```
! wB97M-V def2-TZVPD RIJCOSX def2/J DEFGRID3
* xyz 1 1
Y 0.96 0.85 0.74
C 0.34 0.78 5.33
C 0.45 0.49 3.87
N 0.90 1.32 2.99
C 1.43 2.63 3.37
C 2.18 3.23 2.22
N 1.41 3.28 0.94
C 2.19 3.54 -0.29
C 1.33 3.19 -1.59
N 0.35 2.12 -1.34
C 0.37 1.04 -2.35
C -0.69 0.04 -1.93
N -0.53 -0.51 -0.61
C -1.35 -1.36 -0.12
C -2.62 -1.85 -0.80
C -1.10 -1.65 1.38
C -1.66 -2.70 2.11
C -1.31 -2.78 3.40
C -0.63 -1.78 4.07
C -0.15 -0.76 3.29
N -0.40 -0.73 2.00
H 1.20 1.22 5.78
H 0.13 -0.05 6.00
H -0.38 1.53 5.52
H 2.10 2.54 4.24
H 0.59 3.22 3.70
H 3.06 2.57 2.05
H 2.59 4.18 2.50
H 0.70 4.01 0.98
H 3.04 2.87 -0.24
H 2.70 4.48 -0.42
H 1.98 3.00 -2.46
H 0.79 4.05 -1.93
H -0.62 2.59 -1.27
H 1.39 0.67 -2.41
H 0.14 1.35 -3.35
H -0.59 -0.77 -2.76
H -1.63 0.51 -2.00
H -2.75 -2.93 -0.65
H -2.56 -1.66 -1.83
H -3.43 -1.27 -0.28
H -2.27 -3.42 1.63
H -1.77 -3.57 4.02
H -0.49 -1.85 5.12
Cl 2.88 -1.13 1.28
C 3.17 0.25 0.06
H 3.14 -0.31 -0.85
H 4.20 0.67 0.25
O -1.40 3.50 2.55
Cl -1.83 3.08 1.25
O -3.24 3.11 1.18
O -1.29 3.98 0.23
O -1.32 1.73 1.01
S 0.79 -3.09 -2.19
C -0.19 -3.45 -3.58
N -0.85 -4.62 -3.71
C -1.60 -4.69 -4.97
C -0.93 -3.56 -5.75
N -0.37 -2.72 -4.72
H -0.87 -5.24 -2.91
H -2.71 -4.61 -4.81
H -1.45 -5.72 -5.45
H -1.66 -2.97 -6.27
H -0.09 -3.92 -6.40
H 0.24 -1.96 -4.82
*
```

Its energy relative to the best compared isomer or geometry (same formula, charge and spin) is 17.8 kcal/mol. For the orbital gap, the calculation gives 7.51 eV. The calculation puts the energy at -2783.41554 hartree. Its HOMO energy is -10.78 eV.

***

# 6
This record from the Open Molecules 2025 dataset describes B6F24Tl as an isolated structure at a distorted geometry. The level of theory is ωB97M-V with the def2-TZVPD basis set.

```
! wB97M-V def2-TZVPD RIJCOSX def2/J DEFGRID3
* xyz -3 1
Tl 0.38 0.03 0.38
B 2.02 3.14 0.11
F 0.63 3.02 -0.05
F 2.50 1.78 0.02
F 2.58 3.93 -0.89
F 2.36 3.59 1.37
B 0.56 -0.38 -3.28
F 0.16 -1.50 -2.55
F 1.65 -0.64 -4.10
F -0.48 0.17 -4.02
F 1.07 0.55 -2.26
B -1.84 -2.44 0.97
F -1.80 -1.20 1.62
F -0.64 -2.43 0.19
F -1.71 -3.44 1.96
F -2.94 -2.69 0.19
B -0.80 1.69 3.11
F 0.38 2.03 2.38
F -0.66 0.32 3.40
F -0.87 2.48 4.24
F -1.86 1.86 2.22
B 2.32 -2.88 0.20
F 1.56 -2.47 1.31
F 2.14 -1.91 -0.82
F 3.69 -2.82 0.51
F 2.01 -4.18 -0.21
B -2.52 0.93 -1.20
F -2.86 1.44 -2.45
F -1.75 -0.27 -1.39
F -1.65 1.77 -0.50
F -3.64 0.54 -0.44
*
```

For the orbital gap, the calculation gives 5.18 eV. The calculation puts the energy at -2719.63083 hartree. Its HOMO energy is -3.98 eV.

***

# 7
This record from the Open Molecules 2025 dataset describes C11H18Br7F3INO2Si as an isolated structure at a distorted geometry. The level of theory is ωB97M-V with the def2-TZVPD basis set.

```
! wB97M-V def2-TZVPD RIJCOSX def2/J DEFGRID3
* xyz 0 1
C -0.32 0.80 2.56
C -0.64 0.25 1.14
C 0.55 0.24 0.19
F 1.15 1.51 0.22
Si 1.94 -1.00 0.59
Br 3.47 -0.17 2.00
I 3.12 -1.55 -1.50
N 1.32 -2.55 1.28
C 1.24 -2.59 2.70
O 0.32 -2.30 3.38
F 2.38 -2.97 3.28
C 0.16 -2.98 0.64
O 0.07 -2.94 -0.55
F -0.85 -3.49 1.33
H -0.84 0.15 3.27
H -0.70 1.81 2.69
H 0.74 0.73 2.82
H -1.16 -0.71 1.21
H -1.37 0.94 0.70
H 0.28 0.06 -0.86
Br -2.76 3.09 0.33
C -2.37 4.03 -1.32
C -2.68 3.17 -2.52
Br -1.31 1.82 -2.81
H -1.33 4.33 -1.28
H -3.00 4.91 -1.31
H -2.67 3.78 -3.43
H -3.62 2.65 -2.44
Br 4.30 4.67 3.99
C 3.58 3.57 2.55
C 2.41 4.23 1.88
Br 0.80 4.11 2.96
H 3.32 2.61 2.99
H 4.41 3.44 1.86
H 2.17 3.73 0.95
H 2.58 5.29 1.68
Br -0.69 -4.62 -5.68
C -1.58 -5.82 -4.42
C -2.34 -5.06 -3.37
Br -1.15 -4.29 -2.02
H -0.81 -6.46 -4.00
H -2.25 -6.42 -5.03
H -3.00 -5.73 -2.83
H -2.91 -4.23 -3.79
*
```

For the orbital gap, the calculation gives 9.90 eV. The calculation puts the energy at -19540.18490 hartree. Its HOMO energy is -9.79 eV.

***

# 8
This record from the Open Molecules 2025 dataset describes one molecule with the formula C3H6N2O at a distorted geometry. The level of theory is ωB97M-V with the def2-TZVPD basis set.

```
! wB97M-V def2-TZVPD RIJCOSX def2/J DEFGRID3
* xyz 0 1
H -0.86 -1.20 1.92
N -0.83 -1.29 0.95
C -0.27 -0.53 0.13
C -0.58 -0.54 -1.30
C 0.88 0.47 0.48
N 0.47 1.71 0.08
O 0.29 2.49 1.02
H 0.39 -0.53 -1.75
H -1.26 0.37 -1.38
H -1.08 -1.39 -1.62
H 1.64 -0.04 -0.12
H 1.21 0.49 1.59
*
```

Its energy relative to the best compared isomer or geometry (same formula, charge and spin) is 105.1 kcal/mol. For the orbital gap (alpha / beta), the calculation gives 9.12 / 9.13 eV. The calculation puts the energy at -302.52565 hartree. As for the SMILES: [H]/N=C(/C)CN=O. Its HOMO energy (alpha / beta) is -9.44 / -9.44 eV.

***

# 9
This record from the Open Molecules 2025 dataset describes a 2-piece molecular cluster, C4H7NO overall. The level of theory is ωB97M-V with the def2-TZVPD basis set.

```
! wB97M-V def2-TZVPD RIJCOSX def2/J DEFGRID3
* xyz 0 1
C 0.84 2.41 -0.26
C 0.23 1.04 -0.17
C 0.46 0.07 -1.04
O 0.70 -0.78 -1.81
H 0.06 3.18 -0.19
H 1.36 2.56 -1.21
H 1.56 2.59 0.55
H -0.46 0.78 0.62
C -0.65 -2.61 0.60
N -1.42 -1.61 0.44
H 0.12 -2.80 -0.15
H -0.71 -3.31 1.44
H -2.10 -1.55 1.20
*
```

Its energy relative to the best compared isomer or geometry (same formula, charge and spin) is 56.7 kcal/mol. For the orbital gap, the calculation gives 9.40 eV. The calculation puts the energy at -286.54134 hartree. As for the SMILES: CC=C=O.C=N. Its HOMO energy is -8.46 eV.

***

# 10
This record from the Open Molecules 2025 dataset describes one molecule with the formula C5H6N2S2 at a distorted geometry. The level of theory is ωB97M-V with the def2-TZVPD basis set.

```
! wB97M-V def2-TZVPD RIJCOSX def2/J DEFGRID3
* xyz 0 3
C 1.41 1.95 -0.87
C 0.04 1.94 -1.08
C 0.63 0.18 0.11
C -2.11 0.28 -0.16
C 0.53 -0.96 1.07
N 1.74 0.83 -0.14
N -0.45 0.84 -0.41
S -2.96 1.15 0.95
S -2.24 -1.15 -1.08
H 2.20 2.64 -1.03
H -0.68 2.36 -1.80
H 1.44 -0.93 1.70
H -0.43 -0.99 1.47
H 0.57 -1.90 0.63
H -3.26 -1.71 -0.38
*
```

The expectation value of S² is 2.007. Its energy relative to the best compared isomer or geometry (same formula, charge and spin) is 4.1 kcal/mol. For the orbital gap (alpha / beta), the calculation gives 7.77 / 4.91 eV. The calculation puts the energy at -1099.84594 hartree. Its HOMO energy (alpha / beta) is -7.41 / -8.42 eV.

***

# 11
This record from the Open Molecules 2025 dataset describes C25H29ClInN2O6 as an isolated structure. The level of theory is ωB97M-V with the def2-TZVPD basis set.

```
! wB97M-V def2-TZVPD RIJCOSX def2/J DEFGRID3
* xyz 1 1
In 0.05 -0.78 0.16
C 0.13 1.84 2.03
C -1.02 1.41 2.91
O -1.50 0.14 2.48
C -2.87 -0.10 2.83
C -3.61 -0.73 1.68
O -3.38 0.12 0.57
C -3.78 -0.40 -0.68
C -3.23 0.54 -1.72
O -1.80 0.72 -1.56
C -1.36 2.07 -1.34
C -1.23 2.38 0.12
O -0.12 1.61 0.63
H 1.02 1.27 2.27
H 0.35 2.90 2.20
H -1.83 2.14 2.86
H -0.66 1.38 3.94
H -3.34 0.85 3.08
H -2.92 -0.74 3.71
H -4.68 -0.79 1.92
H -3.24 -1.72 1.47
H -4.87 -0.45 -0.78
H -3.37 -1.40 -0.81
H -3.72 1.51 -1.66
H -3.41 0.11 -2.70
H -2.05 2.78 -1.81
H -0.39 2.16 -1.82
H -2.15 2.12 0.63
H -1.01 3.44 0.25
Cl 6.14 1.30 3.94
C 4.76 0.53 3.22
C 4.03 -0.43 3.96
C 2.93 -1.03 3.42
C 2.46 -0.70 2.13
O 1.37 -1.29 1.69
C 3.22 0.23 1.38
C 2.97 0.53 0.01
N 1.97 0.11 -0.69
C 1.89 0.31 -2.10
C 2.59 1.22 -2.85
C 2.47 1.26 -4.25
C 1.66 0.38 -4.91
C 0.91 -0.57 -4.17
C 0.06 -1.53 -4.76
C -0.63 -2.41 -3.98
C -0.51 -2.33 -2.58
N 0.28 -1.44 -2.01
C 1.02 -0.58 -2.77
C 4.37 0.83 1.96
H 4.38 -0.70 4.96
H 2.37 -1.78 3.98
H 3.74 1.12 -0.48
H 3.26 1.93 -2.37
H 3.03 1.99 -4.81
H 1.58 0.39 -5.99
H -0.04 -1.55 -5.84
H -1.28 -3.16 -4.42
H -1.07 -2.98 -1.92
H 4.95 1.55 1.38
C -0.96 -3.14 1.65
O -1.15 -2.35 0.46
H -1.78 -3.86 1.72
H -0.95 -2.55 2.57
H -0.02 -3.71 1.62
*
```

Its energy relative to the best compared isomer or geometry (same formula, charge and spin) is 0.0 kcal/mol. For the orbital gap, the calculation gives 7.12 eV. The calculation puts the energy at -2181.12265 hartree. Its HOMO energy is -10.59 eV.